Entry 1:
Entry from the OMol25 dataset: a molecular structure, CH4N3O2 in a non-equilibrium geometry (wB97M-V/def2-TZVPD).

## Properties
Frontier orbital gap, eV: 6.8
HOMO, eV: -2.4
Charge: -1
Largest force on an atom, Eh/bohr: 0.06684
LUMO level, eV: 4.42
M, g/mol: 90.06

Positions of all 10 atoms, in Å:
C 1.9797 -0.1172 -0.0391
N -0.5557 -0.0283 0.8002
N -0.3868 0.3974 -1.5352
N 0.1295 -0.2755 -0.4013
O 2.6362 0.2050 -1.0388
O 2.0969 -0.3685 1.1748
H -0.3845 0.8812 1.1870
H -0.0077 -0.7941 1.3466
H 0.4497 0.3361 -2.0470
H -0.4516 1.3917 -1.2561

=====

Entry 2:
Entry from the OMol25 dataset: 6 unconnected molecules or ions with the total composition C6H20O6 in a non-equilibrium geometry (wB97M-V/def2-TZVPD).

## Properties
Frontier orbital gap, eV: 9.9
SMILES: C=C(C)CCC=O.O.O.O.O.O
HOMO, eV: -9.4
Largest force on an atom, Eh/bohr: 0.05471
LUMO level, eV: 0.50
M, g/mol: 188.22

Positions of all 32 atoms, in Å:
C -0.2937 -1.1564 -0.8805
C 0.8518 -1.2725 -0.2148
C 1.9364 -2.2178 -0.6393
C 1.1040 -0.5065 1.0484
C 2.0390 0.7013 0.7432
C 1.2263 1.9268 0.4517
O 1.1116 2.3400 -0.6737
H -0.4698 -1.6989 -1.8130
H -1.1134 -0.5330 -0.6003
H 1.8899 -2.6075 -1.7081
H 1.9569 -3.1602 -0.0138
H 2.9421 -1.7176 -0.4644
H 0.1937 -0.1406 1.4381
H 1.5228 -1.1325 1.8401
H 2.7982 0.4647 -0.1164
H 2.7442 0.8944 1.6545
H 0.7519 2.4531 1.2671
O 0.1991 1.1330 -2.8800
H 0.4122 1.7365 -3.5801
H 0.7222 1.4912 -2.1377
O -2.1476 1.5365 -1.6871
H -1.2930 1.4549 -2.2105
H -2.6461 0.7323 -1.9020
O -0.9939 -2.4640 2.0779
H -1.6350 -1.7281 1.9885
H -0.8224 -2.6817 1.1393
O -2.6494 -0.3857 1.8179
H -2.2056 0.4578 1.4209
H -2.9910 -0.1331 2.6992
O -1.4969 1.8331 0.8725
H -1.9783 2.6454 1.1111
H -1.6661 1.7354 -0.0486

=====

Entry 3:
Entry from the OMol25 dataset: a molecular structure, C45H51N3O4P in a non-equilibrium geometry (wB97M-V/def2-TZVPD).

## Properties
Frontier orbital gap, eV: 5.8
HOMO, eV: -9.5
Charge: +1
Largest force on an atom, Eh/bohr: 0.05851
LUMO level, eV: -3.66
M, g/mol: 728.89

Positions of all 104 atoms, in Å:
C -3.6477 -2.5832 -5.7274
O -2.3667 -2.9901 -5.2030
C -1.8387 -2.2313 -4.2016
C -0.5713 -2.6433 -3.7361
C 0.1020 -1.8627 -2.8134
C -0.4441 -0.6256 -2.4002
P 0.6210 0.6380 -1.6259
C 2.2507 -0.1763 -1.3880
C 3.3137 -0.0087 -2.3072
C 4.4531 -0.7954 -2.2395
C 4.5788 -1.7508 -1.2102
O 5.6512 -2.5824 -1.3469
C 5.7265 -3.6708 -0.4077
C 3.5875 -1.8440 -0.1971
C 2.4351 -1.0881 -0.3250
C 0.9556 1.8233 -2.9661
C 1.7861 2.9444 -2.6905
C 2.4347 3.6329 -3.7060
C 2.2354 3.2075 -5.0473
O 2.9515 3.6069 -6.1347
C 3.9473 4.6147 -5.9301
C 1.2537 2.2337 -5.3434
C 0.5898 1.5890 -4.3143
C -1.7709 -0.2977 -2.7597
C -2.4639 -1.0838 -3.6573
H -3.9060 -3.3805 -6.4190
H -4.4110 -2.5000 -4.9438
H -3.5524 -1.6185 -6.2395
H -0.1427 -3.5529 -4.1532
H 1.0743 -2.1838 -2.4570
H 3.2241 0.7185 -3.1140
H 5.2553 -0.7672 -2.9803
H 6.5907 -4.2396 -0.7502
H 5.8586 -3.3040 0.6251
H 4.7962 -4.2675 -0.4105
H 3.6959 -2.5289 0.6462
H 1.6370 -1.2212 0.4036
H 1.9495 3.2284 -1.6457
H 3.0994 4.4700 -3.4599
H 4.2716 4.8539 -6.9481
H 3.5519 5.4991 -5.4067
H 4.7494 4.2125 -5.2968
H 1.1100 1.9887 -6.4016
H -0.1768 0.8540 -4.5539
H -2.2502 0.5902 -2.3531
H -3.4802 -0.8079 -3.9687
C -1.7246 -0.8236 6.7615
N -0.8512 -0.9059 5.5983
C 0.3538 -1.5628 5.6122
O 0.8942 -2.0114 6.6241
C 0.8840 -1.5299 4.1819
C 0.8321 -2.9337 3.5501
C 1.9465 -3.7891 4.1055
C 3.2615 -3.3450 3.9236
C 4.3197 -4.0069 4.5525
C 4.0648 -5.1462 5.3377
C 2.7439 -5.6140 5.4846
C 1.6884 -4.9507 4.8466
N 0.0064 -0.5290 3.5445
C 0.2231 -0.0652 2.2947
C -0.7514 0.6209 1.5815
C -0.6487 1.3005 0.3534
C -1.8059 2.0209 -0.1839
C -1.6600 2.9746 -1.2272
C -2.7070 3.7787 -1.6642
C -4.0029 3.6132 -1.1120
N -5.0726 4.3924 -1.5733
C -6.4152 3.8193 -1.5271
C -5.0990 5.8086 -1.2280
C -4.1876 2.6605 -0.0852
C -3.1329 1.8410 0.3158
C -1.2072 -0.2938 4.3222
C -2.4394 -1.0550 3.7838
C -1.5135 1.1951 4.6257
H -1.3246 -1.5017 7.5248
H -1.7603 0.2154 7.1349
H -2.7475 -1.1086 6.4726
H 1.9164 -1.1625 4.2136
H -0.1554 -3.3855 3.7795
H 0.9521 -2.8290 2.4573
H 3.4490 -2.4563 3.3062
H 5.3391 -3.6158 4.4541
H 4.8978 -5.6866 5.8073
H 2.5406 -6.4824 6.1198
H 0.6588 -5.3156 4.9305
H 1.2238 -0.2518 1.9110
H -1.7081 0.6967 2.1000
H 0.3701 1.6552 0.0545
H -0.6996 3.1070 -1.7311
H -2.5659 4.5098 -2.4752
H -6.3676 2.7600 -1.8094
H -6.8385 3.9073 -0.5074
H -7.0586 4.3516 -2.2406
H -4.0717 6.1914 -1.1211
H -5.6251 6.3634 -2.0204
H -5.6356 5.9484 -0.2654
H -5.1683 2.5983 0.4080
H -3.4042 1.0594 1.0381
H -2.2155 -2.1309 3.7852
H -3.2904 -0.8562 4.4553
H -2.7009 -0.7688 2.7632
H -0.7052 1.5669 5.2671
H -1.5501 1.8042 3.7246
H -2.4691 1.2536 5.1696

=====

Entry 4:
Entry from the OMol25 dataset: 9 unconnected molecules or ions with the total composition C34H72Br16N4O9PS in a non-equilibrium geometry (wB97M-V/def2-TZVPD).

## Properties
Frontier orbital gap, eV: 6.7
HOMO, eV: -10.6
Charge: +1
Largest force on an atom, Eh/bohr: 0.13360
LUMO level, eV: -3.85
M, g/mol: 2022.47

Positions of all 137 atoms, in Å:
C -0.7054 -1.2472 2.7398
C -1.9298 -0.5903 1.8615
O -1.5560 -0.6694 0.4209
P -0.8680 0.9146 0.0042
O -0.0093 1.5105 1.2246
C 0.2896 0.7900 -1.5325
C 1.6186 -0.0944 -1.1610
N 2.6678 -0.1736 -2.2458
N 3.4764 -1.2942 -2.1411
C 4.0554 -1.4131 -0.9029
C 5.1039 -0.3203 -0.2365
C 3.6311 -2.7820 -0.0403
C 2.0249 -0.3231 -3.6415
N 2.5290 0.6208 -4.7083
C 1.8375 1.9646 -4.6900
C 3.0470 3.0941 -4.4583
C 4.2647 2.5492 -3.4956
C 5.3339 3.7810 -3.1255
S 6.5422 3.1836 -1.7772
O 5.9130 3.1928 -0.3595
O 6.8828 1.6984 -2.1545
O 8.0120 4.0557 -1.7639
N 1.0660 -1.2687 -3.9188
C 0.3693 -1.4735 -5.2453
O -1.1076 -1.4091 -5.0255
C -1.5980 -2.6246 -4.3573
O -3.0827 -2.4532 -4.2319
C -3.7717 -3.7460 -4.3697
C -3.3138 -4.8974 -3.2959
O -3.7282 -4.6188 -1.8918
O -2.2259 1.9823 -0.2049
C -2.2704 2.5875 -1.5444
C -2.9297 1.5762 -2.7019
H -0.6822 -2.4176 2.5187
H 0.3642 -0.8378 2.4268
H -0.8609 -1.0201 3.8993
H -2.2204 0.5073 2.1998
H -2.9085 -1.2404 2.0194
H 0.6373 1.8967 -1.7611
H -0.3815 0.3272 -2.3945
H 2.0545 0.3768 -0.1543
H 1.2464 -1.2124 -0.9707
H 6.1756 -0.3830 -0.7284
H 5.2289 -0.6248 0.8951
H 4.7021 0.7887 -0.2493
H 4.1694 -2.7850 0.9986
H 2.4480 -2.7577 0.0299
H 3.8990 -3.6901 -0.7365
H 2.5693 0.1896 -5.6571
H 0.9683 2.0707 -3.9143
H 1.3835 2.2201 -5.7608
H 2.6561 4.0895 -3.9813
H 3.5223 3.3795 -5.4987
H 4.9274 1.7262 -4.0510
H 3.8893 2.1592 -2.4326
H 4.7169 4.6591 -2.6033
H 5.9145 4.1751 -4.0661
H 8.7443 3.3596 -1.6365
H 0.7971 -1.9096 -3.1159
H 0.6049 -0.6685 -6.0618
H 0.6073 -2.5842 -5.5824
H -1.2183 -2.7315 -3.2311
H -1.2989 -3.6325 -4.8850
H -4.9276 -3.5241 -4.1706
H -3.6264 -4.1087 -5.4833
H -2.1737 -5.1755 -3.3569
H -3.9048 -5.8891 -3.6009
H -2.9695 -4.9234 -1.2792
H -1.2596 3.0795 -1.8971
H -3.0481 3.4905 -1.4712
H -4.1010 1.8078 -2.7027
H -2.5604 1.8247 -3.7875
H -2.8333 0.4469 -2.3989
Br -5.9360 5.1282 3.2715
C -4.9838 3.4340 3.1144
C -4.5260 3.1939 1.6945
Br -6.0075 2.6207 0.5625
H -5.6522 2.6558 3.4926
H -4.1252 3.5276 3.7855
H -3.8054 2.3716 1.6556
H -4.0874 4.0777 1.2240
Br -0.7588 -5.5492 -0.3789
C -0.5782 -7.1648 0.6976
C -1.9302 -7.7325 1.0625
Br -2.7623 -6.7070 2.4981
H 0.0318 -6.9031 1.5664
H -0.0235 -7.8655 0.0670
H -1.8278 -8.7461 1.4612
H -2.6359 -7.7449 0.2278
Br 4.2207 -6.5766 1.7984
C 3.0071 -7.2980 0.4537
C 3.7179 -7.5202 -0.8612
Br 3.9865 -5.8381 -1.8115
H 2.1641 -6.6057 0.3800
H 2.6570 -8.2479 0.8677
H 3.1056 -8.1298 -1.5322
H 4.7008 -7.9855 -0.7505
Br -10.4185 6.5875 1.1255
C -10.7023 5.7189 2.8478
C -9.5885 4.7465 3.1597
Br -9.7880 3.0946 2.1418
H -11.6896 5.2508 2.8106
H -10.7180 6.5336 3.5775
H -9.6277 4.4390 4.2089
H -8.5931 5.1403 2.9383
Br -7.6042 5.2944 8.5082
C -6.6520 3.6003 8.3511
C -6.1942 3.3601 6.9312
Br -7.6757 2.7869 5.7992
H -7.3204 2.8220 8.7293
H -5.7934 3.6939 9.0222
H -5.4736 2.5379 6.8923
H -5.7557 4.2440 6.4607
Br 1.9435 -0.6062 5.7271
C 2.8957 -2.3003 5.5699
C 3.3535 -2.5405 4.1500
Br 1.8720 -3.1136 3.0180
H 2.2273 -3.0786 5.9481
H 3.7543 -2.2067 6.2410
H 4.0741 -3.3627 4.1112
H 3.7921 -1.6566 3.6796
Br 5.6798 1.1480 -8.0215
C 7.1995 2.2649 -7.5273
C 6.9417 2.9963 -6.2304
Br 5.7436 4.5116 -6.5006
H 7.3930 2.9326 -8.3713
H 8.0382 1.5713 -7.4184
H 7.8673 3.4326 -5.8432
H 6.4917 2.3665 -5.4585
Br -0.3510 4.8564 8.7314
C 0.6011 3.1622 8.5742
C 1.0590 2.9221 7.1543
Br -0.4225 2.3489 6.0223
H -0.0672 2.3839 8.9525
H 1.4598 3.2558 9.2453
H 1.7796 2.0998 7.1155
H 1.4975 3.8059 6.6839

=====

- Which of these has the highest LUMO level?
  CH4N3O2